This record from the Open Molecules 2025 dataset describes a structure of composition C3H3HgLiO2. The level of theory is ωB97M-V with the def2-TZVPD basis set.

CARTESIAN COORDINATES (ANGSTROEM)
1 O -0.02061 0.22912 -1.31625
2 C 0.61655 -0.86708 -1.19285
3 C 0.96615 -1.26210 0.20603
4 H 2.05607 -1.42744 0.23747
5 H 0.68907 -0.51610 0.97161
6 H 0.50798 -2.23561 0.43854
7 O -1.75440 2.24080 1.78664
8 C -2.39761 2.12391 2.71029
9 Hg -0.39233 2.17958 -0.34090
10 Li -0.27086 -0.46508 -3.50057

Its HOMO energy (spin up / spin down) is -11.98 / -11.82 eV. The total energy comes out at -11625.0818 eV. The value obtained for the strongest force on any atom is 3.711 eV/Å. The value obtained for the energy relative to the best compared isomer or geometry (same formula, charge and spin) is 88.0 kJ/mol. As for the total charge: +1. The orbital gap (spin up / spin down) is 7.54 / 5.92 eV. For the LUMO energy (spin up / spin down), the calculation gives -4.44 / -5.90 eV. As for the spin multiplicity: 2.